Computed, not measured: a structure of composition C45H33ClN4O5P2S2Tl, with the ωB97M-V functional and the def2-TZVPD basis.

```
93
Properties=species:S:1:pos:R:3:forces:R:3
C -5.077 2.253 -0.420 0.06 0.02 -0.04
H 5.440 1.313 2.492 0.02 0.00 0.03
C -2.984 -0.198 3.027 0.01 0.16 0.11
C 3.046 -2.199 1.911 -0.01 0.01 0.00
C -3.938 -1.857 -1.582 0.04 0.14 0.02
C -4.472 -2.286 -4.916 -0.24 0.02 0.17
C -4.532 1.574 3.700 0.02 0.00 -0.01
H 4.994 3.063 -1.388 0.01 0.02 -0.03
C 0.638 0.149 -3.485 -0.12 -0.08 0.01
H 5.431 -0.330 -2.100 0.00 0.01 0.01
H -0.491 4.385 4.218 0.00 0.04 0.02
O -4.426 -2.357 -6.122 0.05 -0.03 -0.12
C -3.656 0.109 5.361 -0.05 -0.02 -0.01
C 0.516 -0.418 0.481 -0.18 0.08 -0.81
C -2.953 -0.571 4.400 -0.11 0.01 0.00
C -0.140 1.038 4.583 0.06 0.05 0.07
H 0.156 3.796 1.900 0.01 0.01 -0.01
H 3.120 -2.982 -4.541 -0.01 -0.02 -0.03
C 0.243 0.715 3.289 -0.03 -0.07 -0.04
C 0.100 3.033 2.667 0.02 0.04 0.00
H 4.485 -2.381 3.485 0.01 0.01 0.01
N -5.169 1.972 0.924 -0.04 0.02 0.04
O -4.981 -2.490 -1.793 -0.19 -0.11 0.23
H -0.706 2.608 5.927 -0.02 0.01 0.03
P 1.136 -1.903 -0.144 -0.10 0.04 0.29
P 0.853 1.269 0.620 0.07 0.12 0.09
C -4.054 1.302 1.311 0.03 0.00 0.09
O -3.454 -1.627 -0.442 0.06 0.02 -0.02
N -2.201 -0.487 -2.574 0.20 -0.15 0.26
H 3.013 0.896 2.576 -0.03 -0.04 0.04
H 0.662 -0.822 -3.003 -0.12 0.22 -0.14
H 3.730 -0.448 -0.360 0.01 0.10 0.15
C 1.713 -4.133 1.462 -0.02 -0.04 -0.03
C 1.794 0.885 -3.682 0.02 0.00 0.09
H 3.312 -1.174 1.711 0.02 0.14 -0.03
Tl -1.620 -0.430 0.052 0.21 -0.26 0.39
H -2.326 -1.416 4.652 0.02 -0.03 0.01
S -0.098 2.464 -0.647 0.03 -0.01 -0.06
S -0.355 -3.044 -0.801 0.06 -0.02 -0.10
C 2.289 -2.499 -2.628 0.08 -0.13 0.02
C 4.551 -0.942 -2.255 0.07 -0.07 -0.01
H 2.096 -5.841 2.693 -0.01 -0.03 0.01
H 2.742 0.475 -3.358 -0.08 0.09 -0.02
C 0.370 1.711 2.328 -0.01 -0.08 -0.04
C 2.641 1.671 0.610 -0.03 -0.07 0.12
H 6.442 2.381 0.497 0.03 0.01 0.00
C 3.453 1.338 1.692 -0.07 0.00 0.01
C -3.887 1.744 -0.818 -0.10 0.06 0.04
H 0.926 -4.612 0.896 -0.02 -0.01 0.00
Cl -2.041 -0.514 -6.388 -0.04 0.03 0.00
O -2.239 -0.829 2.199 -0.03 -0.15 -0.13
C -3.842 0.889 2.691 -0.05 -0.02 0.02
H -5.309 -2.699 -3.213 0.12 -0.07 0.09
H 1.400 -3.102 -2.766 0.03 0.00 0.00
H 2.553 2.620 -1.294 -0.03 0.00 -0.06
C -4.452 1.211 5.024 0.04 -0.02 0.03
H -5.951 2.168 1.524 0.09 -0.05 -0.07
C -2.465 -0.723 -4.755 -0.01 -0.29 -0.05
H 2.625 2.712 -4.432 0.04 0.03 0.00
C 4.817 1.585 1.650 0.04 0.02 -0.03
C -0.661 1.911 -4.508 0.00 0.00 0.03
C 3.202 2.319 -0.482 -0.01 -0.07 -0.10
C 2.372 -4.818 2.474 0.01 -0.01 0.02
H -5.850 2.769 -0.954 -0.06 0.06 -0.05
C 3.256 -2.429 -3.621 0.00 -0.02 -0.01
H 5.141 -1.594 -4.214 0.02 0.00 -0.02
C 5.378 2.189 0.532 0.01 -0.02 0.04
C -0.391 2.359 4.922 0.00 0.00 -0.02
C 3.370 -4.196 3.205 0.02 0.01 0.00
H -4.981 1.771 5.783 -0.01 0.01 0.02
C 3.708 -2.880 2.919 0.01 -0.02 0.02
H -3.422 1.763 -1.785 0.03 -0.01 -0.11
C 2.436 -1.785 -1.444 0.10 0.05 0.11
H -0.269 0.254 5.317 0.02 0.02 0.00
H 0.440 3.631 -5.133 0.01 0.05 -0.01
O -5.420 -2.872 -4.211 0.08 0.07 -0.35
C 1.724 2.134 -4.281 -0.11 0.01 -0.01
H 0.379 -0.320 2.993 0.05 0.04 0.03
C -3.458 -1.486 -4.162 0.12 0.03 -0.08
H 3.881 -4.729 3.996 0.01 -0.01 0.01
C 4.565 2.569 -0.525 0.01 0.00 -0.01
N -1.728 -0.156 -3.780 -0.24 0.29 -0.01
H -3.585 -0.207 6.394 0.01 -0.01 0.05
H -1.623 2.293 -4.826 -0.01 -0.02 0.00
N -3.266 1.156 0.256 0.03 -0.05 0.00
C 4.388 -1.650 -3.438 0.09 0.00 0.05
C -0.271 3.357 3.962 -0.02 -0.03 0.01
H -5.119 2.449 3.438 -0.01 0.01 0.00
C 0.496 2.651 -4.681 0.07 -0.03 0.01
C 2.043 -2.816 1.170 -0.04 -0.01 -0.04
C -0.569 0.661 -3.919 0.20 0.02 -0.07
C 3.582 -1.009 -1.267 -0.03 -0.11 -0.05
C -3.215 -1.302 -2.778 -0.18 0.07 -0.03
```
Positions in Å, forces in eV/Å.

Properties
Total charge   -1
ΔE to the lowest compared entry with this formula, charge and spin   0.243 eV
HOMO-LUMO gap   0.26921 Eh